[1]
# C21H20ClN3O4S

C21H20ClN3O4S in the gas phase (wB97M-V/def2-TZVPD, OMol25).

Last column: natural (NBO) charge in e.
Geometry (Å):
O 3.239 3.352 2.748  -0.61
C 3.160 3.624 1.573  0.65
N 2.130 4.275 0.995  -0.60
H 2.144 4.359 -0.013  0.41
C 0.828 4.387 1.624  -0.25
C -0.039 3.277 1.089  0.02
C -0.026 2.020 1.682  -0.26
C -0.758 1.001 1.094  0.05
N -1.465 1.161 -0.012  -0.44
C -1.471 2.353 -0.581  0.05
C -0.778 3.442 -0.077  -0.26
H -0.814 4.397 -0.579  0.22
H -2.058 2.437 -1.486  0.19
H -0.777 0.007 1.519  0.20
H 0.547 1.844 2.579  0.23
H 0.981 4.286 2.700  0.24
H 0.404 5.368 1.398  0.21
C 4.237 3.257 0.540  -0.16
H 4.757 4.157 0.202  0.22
H 4.966 2.570 0.979  0.21
O 3.619 2.726 -0.618  -0.49
C 2.938 1.554 -0.510  0.28
C 3.051 0.649 0.542  -0.25
C 2.370 -0.556 0.499  -0.18
C 1.569 -0.860 -0.581  -0.34
C 1.400 0.039 -1.616  -0.19
C 2.074 1.243 -1.572  -0.08
Cl 1.863 2.403 -2.825  0.03
H 0.762 -0.213 -2.447  0.26
S 0.749 -2.450 -0.661  2.32
O 0.542 -2.769 -2.044  -0.94
O 1.467 -3.369 0.174  -0.94
N -0.696 -2.121 0.093  -0.88
H -0.818 -2.699 0.911  0.41
C -1.895 -1.969 -0.712  -0.28
C -2.761 -3.200 -0.692  0.04
C -4.108 -3.125 -0.366  -0.24
C -4.887 -4.269 -0.337  -0.21
C -4.323 -5.500 -0.626  -0.21
C -2.978 -5.583 -0.949  -0.20
C -2.201 -4.439 -0.983  -0.23
H -1.153 -4.495 -1.242  0.22
H -2.535 -6.540 -1.179  0.21
H -4.930 -6.393 -0.601  0.21
H -5.935 -4.200 -0.085  0.21
H -4.548 -2.164 -0.138  0.21
H -2.441 -1.089 -0.361  0.23
H -1.547 -1.779 -1.730  0.23
H 2.475 -1.280 1.290  0.24
H 3.672 0.874 1.394  0.23

Output
energy above the lowest of the compared OMol25 structures with the same formula, charge and spin	186.86	kJ/mol
highest occupied orbital energy	-9.03	eV
structure (SMILES)	O=C(COc1ccc(S(=O)(=O)NCc2ccccc2)cc1Cl)NCc1ccncc1
frontier orbital gap	9.6	eV
spin multiplicity	1



[2]
# C21H20ClN5O

C21H20ClN5O in the gas phase (wB97M-V/def2-TZVPD, OMol25).

Last column: natural (NBO) charge in e.
Geometry (Å):
C -3.681 -2.000 1.965  -0.38
C -3.500 -1.471 0.766  -0.19
C -3.034 -0.064 0.543  -0.25
N -1.818 -0.022 -0.252  -0.16
C -0.682 -0.721 -0.051  -0.03
C 0.215 -0.314 -1.014  -0.20
C 1.576 -0.790 -1.207  0.21
N 2.358 -0.280 -2.153  -0.28
N 3.532 -0.942 -2.055  -0.35
C 3.499 -1.849 -1.063  0.18
C 2.270 -1.794 -0.493  -0.18
C 2.158 -2.779 0.619  -0.21
N 3.513 -3.391 0.609  -0.42
C 3.905 -4.003 1.760  0.70
O 3.131 -4.106 2.698  -0.62
C 5.266 -4.658 1.898  -0.18
C 5.862 -4.397 3.249  -0.05
C 5.697 -5.294 4.299  -0.11
C 6.237 -5.048 5.551  -0.23
C 6.954 -3.883 5.778  -0.20
C 7.119 -2.963 4.756  -0.23
C 6.568 -3.228 3.513  -0.01
Cl 6.762 -2.027 2.261  -0.02
C 5.348 -6.076 1.379  -0.39
C 6.218 -5.015 0.786  -0.40
C 4.386 -2.889 -0.473  -0.25
C -0.495 0.653 -1.758  -0.03
N -1.719 0.822 -1.289  -0.26
H -4.035 -3.014 2.090  0.21
H -3.486 -1.429 2.866  0.19
H -3.689 -2.056 -0.129  0.21
H -3.768 0.508 -0.024  0.24
H -2.873 0.439 1.498  0.20
H -0.602 -1.444 0.745  0.22
H 4.280 -0.699 -2.678  0.41
H 1.975 -2.331 1.597  0.23
H 1.395 -3.546 0.462  0.21
H 5.118 -6.191 4.125  0.21
H 6.090 -5.762 6.350  0.22
H 7.381 -3.683 6.752  0.22
H 7.663 -2.043 4.913  0.23
H 5.798 -6.821 2.020  0.22
H 4.512 -6.427 0.790  0.22
H 6.026 -4.708 -0.228  0.22
H 7.264 -5.011 1.060  0.23
H 4.611 -3.671 -1.204  0.20
H 5.322 -2.499 -0.074  0.23
H -0.153 1.215 -2.610  0.22

Output
energy above the lowest of the compared OMol25 structures with the same formula, charge and spin	188.08	kJ/mol
highest occupied orbital energy	-8.32	eV
structure (SMILES)	C=CCn1cc(-c2n[nH]c3c2CN(C(=O)C2(c4ccccc4Cl)CC2)C3)cn1
frontier orbital gap	8.9	eV
spin multiplicity	1



[3]
# C21H20Cr2N4O3

A molecular structure, C21H20Cr2N4O3 in a non-equilibrium geometry (wB97M-V/def2-TZVPD, OMol25).

Last column: natural (NBO) charge in e.
Geometry (Å):
Cr -8.686 -15.793 6.458  1.43
Cr -7.762 -15.286 3.436  1.46
C -10.097 -16.156 4.319  0.99
O -10.505 -15.739 5.412  -0.72
O -9.879 -15.452 3.342  -0.72
O -9.062 -16.718 4.584  -0.78
N -7.615 -13.405 2.326  -0.62
C -6.522 -12.513 2.341  0.06
C -6.485 -11.223 1.715  -0.22
C -7.656 -10.783 1.144  -0.08
C -8.693 -11.643 0.982  -0.25
C -8.696 -12.866 1.565  0.06
H -5.586 -12.804 2.796  0.21
H -5.584 -10.628 1.721  0.27
H -7.635 -9.857 0.589  0.26
H -9.482 -11.336 0.312  0.27
H -9.525 -13.543 1.421  0.23
N -7.101 -16.565 1.723  -0.60
C -8.029 -17.427 1.141  0.01
C -7.734 -18.204 0.039  -0.22
C -6.437 -18.094 -0.575  -0.09
C -5.535 -17.225 0.020  -0.23
C -5.911 -16.500 1.166  0.07
H -9.028 -17.228 1.500  0.22
H -8.479 -18.794 -0.475  0.26
H -6.060 -18.663 -1.412  0.26
H -4.501 -17.116 -0.271  0.26
H -5.136 -15.875 1.585  0.21
N -13.365 -20.856 3.964  -0.39
C -13.265 -19.543 3.697  0.05
C -12.044 -18.885 3.412  -0.29
C -10.897 -19.636 3.422  -0.19
C -10.937 -21.026 3.612  -0.25
C -12.239 -21.532 3.880  0.07
H -14.142 -18.947 3.903  0.19
H -11.923 -17.814 3.475  0.18
H -9.981 -19.100 3.221  0.19
H -10.062 -21.653 3.695  0.24
H -12.306 -22.595 4.059  0.21
N -14.753 -17.673 9.393  -0.36
C -15.191 -16.424 9.226  0.17
C -14.789 -15.546 8.111  0.04
C -13.724 -16.058 7.304  -0.18
C -13.216 -17.308 7.425  -0.19
C -13.803 -18.059 8.451  0.25
H -15.869 -16.054 9.981  0.25
H -15.260 -14.576 8.046  0.27
H -13.252 -15.417 6.573  0.25
H -12.419 -17.738 6.837  0.26
H -13.521 -19.089 8.610  0.24

Output
⟨S²⟩	24.999
highest occupied orbital energy (spin up / spin down)	-15.80 / -15.80	eV
total charge	+3
frontier orbital gap (spin up / spin down)	4.1 / 3.3	eV
spin multiplicity	10



Energy per entry: -2135.8602 -1621.3927 -3344.6698 a.u.